*a*
Formula: C3H10NO
Source: the OMol25 dataset
Level of theory: wB97M-V/def2-TZVPD

Lowest unoccupied orbital energy, eV: -3.3333
Net charge: +1
Spin multiplicity: 1

Element x y z (Å)
C 0.961 -1.211 0.688
C 0.855 0.066 -0.044
C 1.652 1.018 -0.495
N -0.413 0.064 -1.003
H 1.947 -1.398 1.020
H 0.433 -1.217 1.594
H 0.788 -2.211 0.124
H 1.444 1.760 -1.262
H 2.632 1.400 -0.037
H -0.370 -0.716 -1.624
H -0.529 0.991 -1.606
H -1.295 -0.042 -0.355
H -3.333 0.527 0.552
H -2.272 0.716 1.623
O -2.499 0.252 0.823



*b*
Formula: C3H10NO
Source: the OMol25 dataset
Level of theory: wB97M-V/def2-TZVPD

Lowest unoccupied orbital energy, eV: -4.0016
Net charge: +1
Spin multiplicity: 1
SMILES string: C[C@@H](O)C[NH3+]

Element x y z (Å)
C 0.657 0.194 -1.768
C 0.555 0.380 -0.302
O -0.565 1.182 -0.074
C 0.144 -0.911 0.401
N -0.612 -0.807 1.706
H 1.469 -0.184 -2.355
H 0.372 1.067 -2.250
H -0.171 -0.420 -2.127
H 1.422 0.907 0.101
H -0.348 1.949 -0.663
H -0.566 -1.311 -0.458
H 1.040 -1.646 0.390
H -1.695 -0.596 1.451
H -0.226 0.100 2.383
H -0.630 -1.656 2.199



In order of decreasing stability: *a*, *b*.



*a*
Formula: C2H9O2
Source: the OMol25 dataset
Level of theory: wB97M-V/def2-TZVPD

Lowest unoccupied orbital energy, eV: -3.7893
Net charge: +1
Spin multiplicity: 1

Element x y z (Å)
O 0.481 -0.575 -2.253
H 0.531 -0.788 -0.855
H 1.113 -0.310 -2.943
H -0.065 -1.314 -2.532
C -0.634 -0.030 1.101
O 0.064 -0.877 0.117
C 0.003 1.327 1.062
H -0.398 -0.522 2.099
H -1.725 -0.126 0.651
H 0.365 -1.771 0.428
H -0.553 1.997 1.872
H -0.333 1.713 0.043
H 1.150 1.276 1.209



*b*
Formula: C2H9O2
Source: the OMol25 dataset
Level of theory: wB97M-V/def2-TZVPD

Lowest unoccupied orbital energy, eV: -4.0601
Net charge: +1
Spin multiplicity: 1

Element x y z (Å)
O -1.042 -0.260 -2.860
H -0.463 -0.069 -1.303
H -1.789 0.069 -3.357
H -0.741 -1.086 -3.348
C -0.226 -0.068 1.187
O 0.202 0.095 -0.536
C 0.942 0.107 2.025
H -0.954 0.858 1.208
H -0.606 -1.056 1.011
H 0.632 0.923 -0.816
H 1.601 1.036 1.862
H 0.786 0.187 3.122
H 1.659 -0.737 1.805



In order of decreasing stability: *b*, *a*.